No. 1
ORCA calculation (wB97M-V/def2-TZVPD) on a 14-piece molecular cluster, C5H37NO15 overall.

Each line ends with the Löwdin charge.
Geometry (Å):
C (-3.1225, 1.7419, 0.1636)  0.04
C (-1.5465, 1.8082, -0.0364)  -0.34
C (-1.0202, 0.4673, 0.4558)  -0.10
C (0.5042, 0.3207, 0.2029)  -0.09
C (1.1624, -0.7189, 1.0240)  -0.50
O (1.1880, -1.9485, 0.5121)  0.07
O (1.5887, -0.5012, 2.1369)  0.11
N (-0.9032, 2.9181, 0.5774)  0.27
H (-3.5405, 2.2457, 1.0248)  0.09
H (-3.6400, 2.1459, -0.7032)  0.10
H (-3.4318, 0.7059, 0.2285)  0.10
H (-1.6612, 1.8482, -1.1409)  0.15
H (-1.1830, 0.3633, 1.5279)  0.11
H (-1.5374, -0.2996, -0.1628)  0.14
H (1.0181, 1.2382, 0.4897)  0.08
H (0.7984, 0.5005, -0.8271)  0.10
H (1.1555, -2.5452, 1.3424)  0.08
H (-1.4523, 3.7786, 0.5497)  0.17
H (-0.7026, 2.7080, 1.5660)  0.12
H (0.9464, 4.4213, -0.0737)  0.04
H (1.4281, 3.5255, 1.0836)  -0.01
O (1.7181, 3.9317, 0.2441)  -0.03
H (3.7286, 0.7978, -0.2530)  0.06
H (3.4440, 2.2299, -0.6495)  0.04
O (3.3191, 1.3201, -0.9540)  -0.03
H (0.6969, 1.5753, 2.4575)  0.02
H (0.9994, 2.8913, 3.2042)  0.11
O (0.9515, 2.4984, 2.3198)  -0.07
H (-1.6292, 1.3849, -3.7723)  0.07
H (-0.5865, 1.2835, -2.6862)  -0.02
O (-1.0352, 0.7388, -3.3597)  -0.06
H (0.7414, -0.1086, -3.8938)  0.02
H (2.1945, 0.1991, -3.4915)  0.05
O (1.6318, -0.4922, -3.8607)  -0.03
H (0.9410, 0.1868, 3.8560)  0.03
H (-0.5017, 0.0754, 4.1114)  0.02
O (0.2338, 0.6543, 4.3458)  -0.05
H (-0.7852, -2.9861, 0.0785)  0.01
H (-1.8960, -4.1017, 0.0652)  0.08
O (-1.4939, -3.4032, 0.5900)  -0.07
H (-1.7440, -1.6932, -3.3462)  0.03
H (-0.4491, -2.3184, -2.6962)  0.00
O (-1.3912, -2.1479, -2.5781)  -0.05
H (-1.9004, -1.6675, 3.6507)  0.08
H (-1.8116, -2.2636, 2.1868)  0.04
O (-1.3477, -1.7430, 2.8669)  -0.05
H (0.1294, -2.8280, 2.9052)  0.02
H (-0.0913, -3.8341, 2.0427)  0.08
O (0.7318, -3.5084, 2.5305)  -0.04
H (0.3505, 2.9441, -1.3073)  0.00
H (1.5798, 2.3961, -2.1133)  0.06
O (0.6177, 2.4176, -2.0586)  -0.03
H (1.7243, -1.8375, -2.7600)  0.01
H (1.9923, -2.2860, -1.3306)  0.02
O (1.8646, -2.6535, -2.2152)  -0.07
H (0.1053, -4.3136, -2.0712)  0.05
H (0.7923, -3.7010, -0.8898)  0.00
O (0.1266, -4.3614, -1.1091)  -0.06

Values from the calculation:
E_HOMO (spin up / spin down) = -13.1 / -13.1 eV
2S+1 = 2
Expectation value of S² = 0.755
Net charge = +1
Max |F| = 0.071 hartree/bohr
LUMO level (spin up / spin down) = -3.39 / -8.68 eV
Electronic energy = -37980.1155 eV
Energy relative to the best compared isomer or geometry (same formula, charge and spin) = 36.9 kJ/mol

---

No. 2
ORCA calculation (wB97M-V/def2-TZVPD) on C6H15NO2Rb as an isolated structure.

Each line ends with the Löwdin charge.
Geometry (Å):
Rb (-1.7305, 0.9262, 2.8664)  0.14
C (-2.7314, -2.4827, 1.3846)  -0.07
O (-1.7783, -1.4268, 1.0663)  -0.33
C (-1.9318, -0.8185, -0.1743)  -0.28
C (-0.5567, -0.2499, -0.6503)  -0.12
N (-0.5661, 1.1947, -0.0223)  -0.10
C (0.7790, 1.8767, -0.1122)  -0.18
C (1.7601, 1.4633, -1.2998)  -0.13
O (2.3153, 0.0833, -1.0723)  -0.23
C (3.3330, 0.0718, -0.1377)  -0.14
H (-2.3220, -3.3985, 0.9584)  0.09
H (-3.7244, -2.1626, 1.0688)  0.09
H (-2.6197, -2.7436, 2.4370)  0.08
H (-2.7092, -0.0730, -0.0071)  0.10
H (-2.3702, -1.4537, -0.9440)  0.12
H (-0.5728, -0.1938, -1.7388)  0.11
H (0.2962, -0.8645, -0.3621)  0.11
H (-1.3622, 1.6733, -0.4189)  0.08
H (1.3253, 1.8031, 0.8282)  0.08
H (0.5719, 2.9357, -0.2665)  0.11
H (2.5916, 2.1295, -1.5296)  0.11
H (1.1839, 1.4694, -2.2251)  0.11
H (4.2661, 0.4157, -0.5839)  0.09
H (3.5046, -0.9250, 0.2684)  0.09
H (3.0483, 0.7499, 0.6669)  0.07

Values from the calculation:
E_HOMO (spin up / spin down) = -3.1 / -9.5 eV
2S+1 = 2
Expectation value of S² = 0.750
Net charge = 0
Max |F| = 0.071 hartree/bohr
LUMO level (spin up / spin down) = 0.21 / 0.31 eV
Electronic energy = -12701.6200 eV
Energy relative to the best compared isomer or geometry (same formula, charge and spin) = 81.2 kJ/mol

---

No. 3
ORCA calculation (wB97M-V/def2-TZVPD) on an isolated molecule of C3H3NS.

Each line ends with the Löwdin charge.
Geometry (Å):
N (2.2553, -0.7841, -0.4884)  0.18
C (1.3246, -0.5752, 0.1146)  -0.30
C (0.0300, -0.3406, 0.5428)  -0.72
C (-0.6958, 0.5351, -0.4089)  -0.44
S (-1.2469, -1.1183, -0.2518)  0.93
H (0.0114, -0.0983, 1.6520)  0.15
H (-1.4206, 1.2494, 0.0988)  0.09
H (-0.2579, 1.1320, -1.2591)  0.12

Values from the calculation:
E_HOMO = -9.7 eV
SMILES = N#C[C@H]1CS1
Net charge = 0
Max |F| = 0.084 hartree/bohr
LUMO level = 0.67 eV
Electronic energy = -15483.0490 eV
Energy relative to the best compared isomer or geometry (same formula, charge and spin) = 68.3 kJ/mol

---

Repeat the third record exactly.
ORCA calculation (wB97M-V/def2-TZVPD) on an isolated molecule of C3H3NS.

Each line ends with the Löwdin charge.
Geometry (Å):
N (2.2553, -0.7841, -0.4884)  0.18
C (1.3246, -0.5752, 0.1146)  -0.30
C (0.0300, -0.3406, 0.5428)  -0.72
C (-0.6958, 0.5351, -0.4089)  -0.44
S (-1.2469, -1.1183, -0.2518)  0.93
H (0.0114, -0.0983, 1.6520)  0.15
H (-1.4206, 1.2494, 0.0988)  0.09
H (-0.2579, 1.1320, -1.2591)  0.12

Values from the calculation:
E_HOMO = -9.7 eV
SMILES = N#C[C@H]1CS1
Net charge = 0
Max |F| = 0.084 hartree/bohr
LUMO level = 0.67 eV
Electronic energy = -15483.0490 eV
Energy relative to the best compared isomer or geometry (same formula, charge and spin) = 68.3 kJ/mol